[1]
DFT (ωB97M-V/def2-TZVPD) results for a molecular structure, C26H27Cl3InN8O5 in a non-equilibrium geometry.

## Properties
- E_HOMO: -11.8 eV
- E: -92287.8253 eV
- Frontier orbital gap: 8.07 eV
- Spin multiplicity: 1
- Total charge: +1
- Largest force on an atom: 0.027 Eh/bohr

CARTESIAN COORDINATES (ANGSTROEM)
In 0.358 -0.010 -0.325
C -0.997 0.835 4.610
C -1.152 0.204 3.379
N -0.919 0.840 2.245
C -0.483 2.095 2.317
C -0.205 2.673 3.553
N -0.487 2.054 4.690
C -0.379 2.827 1.038
C -0.271 4.210 0.996
C -0.248 4.867 -0.231
C -0.439 4.098 -1.377
C -0.552 2.723 -1.268
N -0.476 2.107 -0.086
C -0.837 1.852 -2.424
C -0.801 2.294 -3.743
N -1.123 1.506 -4.753
C -1.512 0.271 -4.471
C -1.531 -0.195 -3.164
N -1.187 0.589 -2.151
C -0.035 6.325 -0.322
C 0.746 6.985 0.625
C 0.948 8.350 0.495
N 0.443 9.070 -0.498
C -0.292 8.442 -1.407
C -0.566 7.083 -1.363
H -1.283 0.360 5.539
H -1.486 -0.824 3.314
H 0.251 3.651 3.645
H -0.241 4.777 1.914
H -0.480 4.572 -2.344
H -0.483 3.297 -3.999
H -1.784 -0.354 -5.310
H -1.824 -1.207 -2.920
H 1.219 6.444 1.433
H 1.551 8.893 1.214
H -0.673 9.057 -2.214
H -1.201 6.644 -2.120
O 1.414 -1.144 2.761
Cl 2.275 -0.656 1.737
O 3.630 -0.714 2.089
O 2.025 -1.459 0.530
O 1.878 0.701 1.400
C -1.685 -4.628 2.225
N -1.715 -3.403 1.441
C -2.800 -2.839 0.818
C -2.352 -1.706 0.212
N -1.010 -1.584 0.461
C -0.655 -2.619 1.203
H -2.672 -5.079 2.230
H -1.385 -4.414 3.249
H -0.974 -5.330 1.794
H -3.776 -3.288 0.847
H -2.893 -0.969 -0.357
H 0.329 -2.804 1.593
Cl 0.537 -2.767 -1.867
C 0.225 -3.752 -3.331
Cl 0.330 -2.813 -4.818
H -0.770 -4.174 -3.261
H 0.982 -4.527 -3.374
C 3.890 1.015 -1.089
C 2.856 0.751 -2.178
C 3.099 -0.595 -2.848
O 1.519 0.909 -1.738
H 4.876 1.166 -1.527
H 3.945 0.162 -0.413
H 3.614 1.901 -0.517
H 2.949 1.542 -2.939
H 3.045 -1.382 -2.093
H 4.087 -0.619 -3.307
H 2.348 -0.768 -3.619

Results of the Löwdin charge analysis, in e, for atoms 1 through 4: atom 1 (In): 0.87, atom 2 (C): -0.08, atom 3 (C): -0.10, atom 4 (N): 0.11



[2]
DFT (ωB97M-V/def2-TZVPD) results for 3 unconnected molecules or ions with the total composition C26H50BrN3O5P in a non-equilibrium geometry.

## Properties
- E_HOMO: -4.6 eV
- E: -121796.2441 eV
- Frontier orbital gap: 6.02 eV
- Spin multiplicity: 1
- Total charge: -1
- Largest force on an atom: 0.156 Eh/bohr

CARTESIAN COORDINATES (ANGSTROEM)
O -3.992 1.047 1.374
N -3.342 1.114 0.326
O -3.596 -0.055 -0.307
C -2.928 -0.070 -1.645
P -2.097 -1.820 -1.762
O -1.950 -1.613 -0.013
C -0.554 -1.953 0.371
C -0.610 -2.353 1.962
C -1.158 -1.166 2.954
C -0.054 0.049 3.200
Br 0.007 1.407 1.731
C -0.110 -3.092 -0.726
C 0.606 -4.481 -0.222
C 2.122 -4.726 -0.797
O 2.339 -5.892 -1.464
C 3.415 -3.736 -0.610
C 3.392 -2.101 -0.498
C 4.788 -1.192 -0.357
C 6.237 -1.975 -0.335
C 6.316 -3.619 -0.405
C 4.915 -4.468 -0.543
O -1.175 -3.339 -1.744
H -3.704 0.125 -2.502
H -2.118 0.801 -1.593
H -3.350 -2.542 -1.748
H -2.293 -1.868 -3.216
H -0.931 -1.046 -2.122
H 0.028 -0.999 0.021
H 0.467 -2.748 2.248
H -1.359 -3.277 2.050
H -1.304 -1.670 4.026
H -2.220 -0.774 2.641
H -0.376 0.577 4.215
H 1.025 -0.415 3.380
H 0.740 -2.631 -1.424
H -0.076 -5.371 -0.630
H 0.649 -4.622 0.940
H 2.379 -1.514 -0.519
H 4.732 -0.009 -0.314
H 7.204 -1.309 -0.270
H 7.352 -4.190 -0.367
H 4.979 -5.642 -0.598
C -10.513 1.855 1.976
C -9.123 1.540 1.425
N -8.790 0.113 1.401
C -7.378 -0.143 1.094
C -6.871 0.256 -0.289
C -9.739 -0.761 0.707
C -10.008 -0.478 -0.767
H -10.632 1.471 2.994
H -10.661 2.939 2.007
H -11.307 1.439 1.349
H -8.403 2.060 2.070
H -9.037 1.991 0.434
H -7.158 -1.205 1.256
H -6.769 0.383 1.841
H -7.191 -0.452 -1.055
H -5.775 0.249 -0.294
H -7.190 1.259 -0.581
H -10.696 -0.727 1.242
H -9.417 -1.806 0.812
H -10.115 0.589 -0.979
H -10.943 -0.964 -1.069
H -9.223 -0.883 -1.405
C 5.442 2.698 -1.181
C 6.734 2.696 -0.363
N 7.958 2.627 -1.167
C 9.161 2.390 -0.360
C 9.573 3.475 0.631
C 8.106 3.645 -2.210
C 8.100 5.106 -1.773
H 5.373 1.806 -1.812
H 4.579 2.700 -0.507
H 5.358 3.585 -1.815
H 6.691 1.819 0.293
H 6.727 3.574 0.288
H 10.008 2.182 -1.025
H 9.014 1.459 0.202
H 10.046 4.321 0.130
H 10.314 3.071 1.330
H 8.733 3.842 1.226
H 7.304 3.504 -2.945
H 9.024 3.451 -2.781
H 7.339 5.318 -1.019
H 7.889 5.746 -2.637
H 9.072 5.414 -1.385

Results of the Löwdin charge analysis, in e, for atoms 1 through 4: atom 1 (O): -0.07, atom 2 (N): -0.04, atom 3 (O): -0.25, atom 4 (C): -0.28



[3]
DFT (ωB97M-V/def2-TZVPD) results for 10 unconnected molecules or ions with the total composition CH21O10 in a non-equilibrium geometry.

## Properties
- E_HOMO: -5.8 eV
- E: -21850.7159 eV
- Frontier orbital gap: 8.50 eV
- Spin multiplicity: 1
- Total charge: -1
- Largest force on an atom: 0.164 Eh/bohr

CARTESIAN COORDINATES (ANGSTROEM)
C 43.429 34.659 52.723
O 43.599 33.380 53.254
H 44.496 35.179 52.787
H 42.869 35.385 53.318
H 43.448 34.797 51.734
O 42.436 33.560 55.236
H 42.626 33.582 54.256
H 42.962 33.087 55.858
O 41.312 32.340 52.712
H 40.723 33.057 52.320
H 42.017 32.830 52.828
O 44.769 32.131 50.969
H 44.690 32.687 51.862
H 44.363 32.799 50.459
O 44.188 30.859 53.537
H 43.393 30.482 53.328
H 43.955 31.895 53.225
O 42.412 37.833 52.391
H 41.364 37.765 52.225
H 42.636 36.999 52.556
O 45.654 34.197 54.440
H 44.958 34.021 53.691
H 46.543 34.172 54.183
O 45.142 36.400 55.831
H 45.404 35.597 55.296
H 44.960 37.128 55.306
O 44.513 32.453 56.565
H 45.009 32.793 55.803
H 44.828 33.096 57.199
O 40.874 37.297 55.328
H 41.143 36.708 54.505
H 40.752 36.711 56.088

Results of the Löwdin charge analysis, in e, for atoms 1 through 4: atom 1 (C): -0.21, atom 2 (O): -0.43, atom 3 (H): 0.12, atom 4 (H): 0.08



[4]
DFT (ωB97M-V/def2-TZVPD) results for C7H7NOS in the gas phase in a non-equilibrium geometry.

## Properties
- E_HOMO: -8.3 eV
- E: -21742.2905 eV
- Frontier orbital gap: 6.87 eV
- SMILES string: CS/N=C1/C=CC=CC1=O
- Spin multiplicity: 1
- Total charge: 0
- Largest force on an atom: 0.093 Eh/bohr

CARTESIAN COORDINATES (ANGSTROEM)
C -2.607 -0.977 1.528
S -2.431 0.858 1.218
N -1.102 1.408 0.612
C -0.081 0.796 0.054
C 1.151 1.529 -0.127
C 2.265 1.063 -0.778
C 2.261 -0.277 -1.209
C 1.133 -1.046 -1.058
C -0.109 -0.564 -0.514
O -1.168 -1.217 -0.637
H -2.062 -1.318 0.612
H -2.019 -1.004 2.505
H -3.701 -0.944 1.692
H 0.991 2.594 0.273
H 3.025 1.687 -0.956
H 3.220 -0.501 -1.749
H 1.234 -2.086 -1.466

Results of the Löwdin charge analysis, in e, for atoms 1 through 4: atom 1 (C): -0.29, atom 2 (S): 0.95, atom 3 (N): -0.32, atom 4 (C): -0.29



[5]
DFT (ωB97M-V/def2-TZVPD) results for a molecular structure, C25H27BF3O3 in a non-equilibrium geometry.

## Properties
- E_HOMO: -10.5 eV
- E: -41325.0730 eV
- Frontier orbital gap: 3.87 eV
- Spin multiplicity: 1
- Total charge: +1
- Largest force on an atom: 0.118 Eh/bohr

CARTESIAN COORDINATES (ANGSTROEM)
C 3.792 1.269 4.034
C 2.731 0.289 3.979
C 2.602 -1.032 4.338
C 1.218 -1.312 4.273
C 0.511 -0.107 4.190
B 1.834 -0.967 -0.225
O 1.219 -2.077 0.283
C -0.021 -1.788 -0.488
C 0.223 -2.680 -1.701
C -1.323 -2.191 0.183
C 0.090 -0.148 -0.783
C 0.528 0.273 -2.201
C -1.103 0.662 -0.315
O 1.335 0.259 -0.001
O 1.457 0.838 3.902
H 4.766 0.818 4.281
H 3.895 1.866 3.108
H 3.531 2.014 4.808
H 3.445 -1.678 4.582
H 0.718 -2.259 4.163
H -0.603 -2.622 -2.415
H 1.181 -2.403 -2.173
H 0.332 -3.694 -1.287
H -2.111 -2.113 -0.587
H -1.264 -3.236 0.503
H -1.657 -1.605 1.053
H -0.292 0.215 -2.941
H 0.901 1.298 -2.069
H 1.418 -0.297 -2.576
H -2.042 0.123 -0.535
H -1.112 0.960 0.749
H -1.116 1.553 -0.957
F -3.344 3.558 -0.796
C -3.433 4.011 0.496
F -2.917 5.262 0.497
F -4.774 4.133 0.763
C -2.748 3.097 1.465
C -1.491 3.367 2.005
C -0.876 2.390 2.796
C -1.531 1.195 3.120
C -0.874 0.201 4.153
C -1.588 -1.198 4.389
C -1.345 -1.715 5.657
C -2.090 -2.757 6.189
C -3.012 -3.437 5.396
C -3.185 -3.016 4.083
C -2.516 -1.884 3.581
C -2.882 1.071 2.757
C -3.432 1.955 1.832
H -0.951 4.288 1.797
H 0.134 2.586 3.161
H -0.962 0.788 5.127
H -0.497 -1.338 6.219
H -1.878 -3.029 7.210
H -3.694 -4.153 5.845
H -3.881 -3.564 3.450
H -2.777 -1.565 2.567
H -3.489 0.230 3.122
H -4.383 1.708 1.383

Results of the Löwdin charge analysis, in e, for atoms 1 through 4: atom 1 (C): -0.03, atom 2 (C): -0.32, atom 3 (C): -0.01, atom 4 (C): -0.02



Copy entry 2 word for word.
DFT (ωB97M-V/def2-TZVPD) results for 3 unconnected molecules or ions with the total composition C26H50BrN3O5P in a non-equilibrium geometry.

## Properties
- E_HOMO: -4.6 eV
- E: -121796.2441 eV
- Frontier orbital gap: 6.02 eV
- Spin multiplicity: 1
- Total charge: -1
- Largest force on an atom: 0.156 Eh/bohr

CARTESIAN COORDINATES (ANGSTROEM)
O -3.992 1.047 1.374
N -3.342 1.114 0.326
O -3.596 -0.055 -0.307
C -2.928 -0.070 -1.645
P -2.097 -1.820 -1.762
O -1.950 -1.613 -0.013
C -0.554 -1.953 0.371
C -0.610 -2.353 1.962
C -1.158 -1.166 2.954
C -0.054 0.049 3.200
Br 0.007 1.407 1.731
C -0.110 -3.092 -0.726
C 0.606 -4.481 -0.222
C 2.122 -4.726 -0.797
O 2.339 -5.892 -1.464
C 3.415 -3.736 -0.610
C 3.392 -2.101 -0.498
C 4.788 -1.192 -0.357
C 6.237 -1.975 -0.335
C 6.316 -3.619 -0.405
C 4.915 -4.468 -0.543
O -1.175 -3.339 -1.744
H -3.704 0.125 -2.502
H -2.118 0.801 -1.593
H -3.350 -2.542 -1.748
H -2.293 -1.868 -3.216
H -0.931 -1.046 -2.122
H 0.028 -0.999 0.021
H 0.467 -2.748 2.248
H -1.359 -3.277 2.050
H -1.304 -1.670 4.026
H -2.220 -0.774 2.641
H -0.376 0.577 4.215
H 1.025 -0.415 3.380
H 0.740 -2.631 -1.424
H -0.076 -5.371 -0.630
H 0.649 -4.622 0.940
H 2.379 -1.514 -0.519
H 4.732 -0.009 -0.314
H 7.204 -1.309 -0.270
H 7.352 -4.190 -0.367
H 4.979 -5.642 -0.598
C -10.513 1.855 1.976
C -9.123 1.540 1.425
N -8.790 0.113 1.401
C -7.378 -0.143 1.094
C -6.871 0.256 -0.289
C -9.739 -0.761 0.707
C -10.008 -0.478 -0.767
H -10.632 1.471 2.994
H -10.661 2.939 2.007
H -11.307 1.439 1.349
H -8.403 2.060 2.070
H -9.037 1.991 0.434
H -7.158 -1.205 1.256
H -6.769 0.383 1.841
H -7.191 -0.452 -1.055
H -5.775 0.249 -0.294
H -7.190 1.259 -0.581
H -10.696 -0.727 1.242
H -9.417 -1.806 0.812
H -10.115 0.589 -0.979
H -10.943 -0.964 -1.069
H -9.223 -0.883 -1.405
C 5.442 2.698 -1.181
C 6.734 2.696 -0.363
N 7.958 2.627 -1.167
C 9.161 2.390 -0.360
C 9.573 3.475 0.631
C 8.106 3.645 -2.210
C 8.100 5.106 -1.773
H 5.373 1.806 -1.812
H 4.579 2.700 -0.507
H 5.358 3.585 -1.815
H 6.691 1.819 0.293
H 6.727 3.574 0.288
H 10.008 2.182 -1.025
H 9.014 1.459 0.202
H 10.046 4.321 0.130
H 10.314 3.071 1.330
H 8.733 3.842 1.226
H 7.304 3.504 -2.945
H 9.024 3.451 -2.781
H 7.339 5.318 -1.019
H 7.889 5.746 -2.637
H 9.072 5.414 -1.385

Results of the Löwdin charge analysis, in e, for atoms 1 through 4: atom 1 (O): -0.07, atom 2 (N): -0.04, atom 3 (O): -0.25, atom 4 (C): -0.28



Question: Among the records above, which one has the lowest frontier orbital gap?
Answer: C25H27BF3O3